A molecular structure, C27H41ClN2O4S3Sc. Source: the OMol25 dataset; level of theory: the ωB97M-V functional and the def2-TZVPD basis.

The geometry in XYZ format:
```
79
Properties=species:S:1:pos:R:3
Sc 0.00 -0.26 0.00
Cl -1.65 -2.44 -0.78
S 0.00 1.93 2.17
S 2.23 -0.51 1.59
S -0.99 -1.22 2.50
O -0.39 -2.46 0.02
O -2.74 -2.81 0.03
O -1.73 -0.99 -1.11
O -1.51 -3.20 -1.95
N -0.36 1.68 -0.98
N 1.28 -0.55 -1.67
C 1.79 -1.51 3.04
C -3.07 4.11 -0.21
C -1.03 -0.05 3.88
C -2.43 2.92 -0.54
C -2.36 5.29 -0.08
C 2.11 3.40 -0.07
C 0.05 1.50 -2.21
C 2.03 -1.04 -3.76
C 4.06 -2.82 -2.59
C 1.59 4.28 -2.37
C 2.65 -2.74 -1.97
C -1.04 2.93 -0.71
C 2.66 1.07 2.35
C -3.33 0.86 0.56
C -1.19 1.40 3.43
C 1.20 4.30 -0.89
C 1.81 -3.91 -2.51
C 0.85 0.43 -2.59
C 2.82 -2.90 -0.46
C -4.64 1.90 -1.29
C -3.24 1.65 -0.74
C -0.30 4.12 -0.63
C 2.00 -1.44 -2.41
C 1.55 1.78 3.12
C -1.00 5.29 -0.31
C 1.31 0.13 -3.87
C 0.45 -2.24 2.93
H 3.02 1.68 1.53
H -1.87 -0.32 4.53
H -2.72 1.05 -1.48
H -0.45 6.22 -0.24
H 3.50 0.89 3.02
H -2.33 0.69 0.99
H 1.12 0.71 -4.76
H 2.30 -4.85 -2.28
H 1.87 -2.83 0.06
H -2.16 1.57 2.97
H -4.62 2.52 -2.18
H 0.87 4.81 -2.99
H -0.12 -0.18 4.47
H 2.53 -1.56 -4.56
H 2.00 2.35 -0.35
H 4.02 -2.86 -3.68
H 2.58 -2.25 3.18
H 2.56 4.77 -2.49
H 3.22 -3.90 -0.26
H 4.55 -3.74 -2.25
H 0.48 -3.00 2.15
H 1.33 1.27 4.05
H 1.71 3.27 -2.76
H 1.91 3.52 0.99
H 1.89 2.78 3.37
H 1.40 5.32 -0.55
H 0.81 -3.92 -2.06
H -3.91 1.41 1.30
H -5.11 0.95 -1.55
H 1.81 -0.85 3.91
H -4.14 4.12 -0.08
H 1.69 -3.84 -3.59
H -3.79 -0.12 0.41
H -5.29 2.38 -0.56
H -1.12 2.07 4.28
H 4.67 -1.97 -2.29
H 3.16 3.67 -0.25
H -0.24 2.22 -2.98
H 3.52 -2.17 -0.07
H -2.87 6.21 0.18
H 0.25 -2.76 3.87
```

Values from the calculation:
- HOMO-LUMO gap: 7.4 eV
- DFT total energy: -105555.18292 eV
- Total charge: +1



A molecular structure, C27H41NO4PPdSSi3 at a distorted geometry. Source: the OMol25 dataset; level of theory: the ωB97M-V functional and the def2-TZVPD basis.

The geometry in XYZ format:
```
79
Properties=species:S:1:pos:R:3
Pd -0.73 1.04 0.41
S -3.31 1.33 1.51
P -1.72 -1.76 0.04
Si 1.59 2.96 0.81
Si 2.10 -0.08 1.09
Si 1.44 1.14 -1.78
O -4.75 1.12 1.52
O -2.80 1.12 0.05
O -2.57 0.26 2.22
O -2.89 2.66 1.95
N -0.79 2.99 -0.40
C 1.34 -0.19 2.81
C -2.08 -2.67 -2.60
C -1.92 3.45 -0.95
C -1.50 -4.74 3.58
C -1.63 -2.99 1.41
C -0.08 5.24 -0.06
C 0.13 -4.33 -2.62
C 1.88 -1.78 0.32
C -1.72 -3.34 -3.76
C 3.10 0.39 -2.30
C -1.78 -4.36 1.22
C -3.53 -1.62 -0.14
C 3.27 3.74 0.48
C 1.38 2.80 -2.70
C 0.13 0.08 -2.60
C 0.14 3.87 0.03
C 3.97 0.11 1.36
C -1.72 -5.24 2.30
C -1.37 -3.38 3.78
C 1.34 3.12 2.66
C -1.43 -2.50 2.70
C -0.23 -3.67 -1.46
C 1.35 1.29 0.09
C -1.33 -2.81 -1.43
C -0.61 -4.17 -3.78
C -1.24 5.72 -0.64
C -2.16 4.81 -1.11
H 4.51 0.11 0.41
H 0.35 2.77 2.97
H -3.09 5.11 -1.57
H 1.87 2.67 -3.67
H -2.94 -2.02 -2.61
H 1.65 -1.77 -0.75
H 1.90 3.60 -2.18
H 3.50 3.83 -0.58
H -2.31 -3.20 -4.66
H 1.41 -1.23 3.16
H -0.89 0.37 -2.32
H -3.78 -0.90 -0.92
H -3.99 -2.59 -0.34
H 1.87 0.43 3.54
H 2.10 2.59 3.23
H 0.36 -3.81 -0.57
H -1.42 6.79 -0.71
H 3.27 -0.59 -1.85
H 1.07 -2.31 0.83
H 2.79 -2.38 0.46
H -3.92 -1.20 0.79
H -1.95 -4.76 0.23
H 3.15 0.28 -3.38
H 0.99 -4.99 -2.62
H -1.45 -5.42 4.42
H 4.20 1.05 1.87
H 4.03 3.09 0.92
H 3.36 4.73 0.94
H 0.28 0.09 2.84
H 1.41 4.18 2.93
H -1.22 -2.98 4.77
H -1.36 -1.44 2.85
H 0.36 3.13 -2.89
H 4.36 -0.70 1.98
H -2.65 2.71 -1.24
H -1.84 -6.30 2.14
H 0.23 0.19 -3.68
H 0.68 5.91 0.32
H -0.33 -4.69 -4.69
H 0.25 -0.98 -2.37
H 3.92 1.04 -1.99
```

Values from the calculation:
- Energy above the lowest of the compared OMol25 structures with the same formula, charge and spin: 20.09 kJ/mol
- HOMO-LUMO gap: 7.5 eV
- DFT total energy: -85586.90577 eV
- Total charge: -1